No. 1
Density functional theory data (ωB97M-V/def2-TZVPD) for 2 unconnected molecules or ions with the total composition C4H9N3O.

structure (SMILES): CN(N)C=O.C=C=N
energy relative to the best compared isomer or geometry (same formula, charge and spin): 429.6 kJ/mol

The geometry in ORCA input format:
```
! RIJCOSX wB97M-V def2-TZVPD def2/J DEFGRID3
* xyz 0 1
C -0.175 0.718 -1.632
N -1.504 -0.902 -0.599
O 0.160 1.860 -1.748
N 2.156 -0.096 -0.613
C 1.425 -0.561 0.295
H -1.277 -1.630 0.082
H -0.379 1.979 0.666
H 2.391 -1.713 1.753
N -0.600 0.173 -0.357
C -1.119 1.189 0.574
H -2.037 1.644 0.199
H -1.354 0.718 1.528
H 2.760 0.679 -0.357
C 1.451 -1.448 1.294
H 0.626 -1.935 1.786
H -2.468 -0.597 -0.496
H -0.054 -0.076 -2.375
*
```

---

No. 2
Density functional theory data (ωB97M-V/def2-TZVPD) for C6H13NO2S in the gas phase.

energy relative to the best compared isomer or geometry (same formula, charge and spin): 270.5 kJ/mol

The geometry in ORCA input format:
```
! RIJCOSX wB97M-V def2-TZVPD def2/J DEFGRID3
* xyz 0 1
C -0.513 0.408 0.681
O 0.579 1.609 -3.191
H -2.436 -2.245 2.113
H -0.777 0.866 3.214
H 3.017 0.955 -1.366
H 2.078 1.847 -0.160
H 0.327 1.145 1.007
S 1.050 0.031 -2.863
H -1.418 1.156 0.339
C -1.405 0.024 2.925
H -1.480 -2.402 0.813
H 0.565 -1.430 0.006
H 0.694 1.952 -4.153
H -2.853 -1.433 0.503
C -1.279 -0.420 1.680
H -0.607 -0.739 -1.152
C -2.054 -1.633 1.244
H -2.045 -0.385 3.706
H 2.567 0.322 0.247
C 2.276 0.859 -0.638
C 0.152 -0.539 -0.379
N 1.143 0.160 -1.177
O 2.420 -0.109 -3.400
*
```

---

No. 3
Density functional theory data (ωB97M-V/def2-TZVPD) for 3 unconnected molecules or ions with the total composition C32H60N2O6.

structure (SMILES): CCCNC1=C(OC[C@@H](C)C(C)C)C(=O)C(C[C@@H](O)CN)=C(CC(=O)O)C1=O.CCCCCC.CCCCCC

The geometry in ORCA input format:
```
! RIJCOSX wB97M-V def2-TZVPD def2/J DEFGRID3
* xyz 0 1
H -2.851 5.132 2.402
H -0.886 9.743 1.607
H 4.054 -3.041 -3.970
H 2.625 0.315 0.762
H 3.604 -1.828 0.252
C -3.164 5.981 1.787
H 5.682 -6.114 2.726
H 1.260 -4.908 0.225
H -1.063 4.278 -1.326
H 2.726 1.370 -2.641
O 3.576 -3.445 -4.713
H 1.854 -3.371 0.855
H -2.138 3.357 -2.383
C -1.725 2.370 -0.487
C 4.227 -4.575 3.051
H 1.879 -6.044 2.354
H -3.612 0.600 1.067
H 0.449 -2.550 -5.051
H 2.579 -3.236 3.339
H -1.600 -2.756 -3.668
H 0.759 -4.736 2.649
H -2.731 -2.511 -1.385
H -4.905 6.512 0.586
C 1.728 -0.073 -1.712
C -1.190 -3.197 -2.751
H -0.136 1.886 -1.849
C -1.078 8.929 0.905
H -2.006 -3.904 0.281
H 4.794 -1.237 1.419
C 1.983 -4.456 0.906
C -0.281 1.961 -0.765
H -3.293 -4.806 -2.876
H -0.784 -4.179 -3.031
H 2.496 -4.666 4.338
C -4.139 1.799 -1.098
C 4.320 -1.029 0.458
C 4.620 -6.050 2.978
O 2.694 -1.683 -5.810
H -3.894 -5.254 -0.572
H 4.912 -6.362 5.104
C -1.943 3.630 -1.340
H 4.818 -4.090 3.834
C -3.064 7.252 2.629
C 2.121 -1.237 -2.552
H -4.466 8.536 1.606
H -2.456 6.029 0.955
H -3.281 9.385 2.567
H 4.172 0.996 1.180
H 5.086 -1.090 -0.320
H 1.122 -3.953 -4.201
H -1.014 -4.840 -0.828
H -2.753 -6.166 0.127
H -2.931 9.711 0.150
C -3.408 8.542 1.880
C 4.365 -6.814 4.273
H 4.512 -4.085 2.115
H -4.593 4.783 0.678
H -1.907 0.153 0.919
C -2.024 -4.445 -0.669
O 3.282 -1.435 -2.844
H -2.737 7.994 -0.100
O -3.473 -3.903 -2.585
H -1.840 2.649 0.569
C 3.669 0.367 0.439
C -2.572 8.796 0.626
H -0.525 9.140 -0.010
C 3.772 1.090 -0.909
H -5.287 5.625 2.063
H 4.575 0.635 -1.500
C 1.782 -4.955 2.332
C -2.842 0.251 0.369
H 4.025 2.140 -0.743
C 0.601 -0.215 -1.001
C -4.566 5.714 1.248
H -4.423 2.569 -0.373
H -4.875 0.993 -1.020
H -0.665 8.015 1.334
H -3.734 7.161 3.490
H -4.225 2.214 -2.105
H -2.054 7.326 3.041
O 0.101 0.708 -0.163
O -0.684 -1.940 -0.045
H -2.386 0.739 -1.705
N -2.943 -5.592 -0.688
H 3.307 -6.821 4.536
H 2.980 -4.696 0.530
H -2.804 4.195 -0.981
C -0.124 -1.534 -1.030
H -3.141 -0.742 0.027
H 0.408 2.723 -0.393
C 2.746 -4.318 3.332
C -2.373 -3.453 -1.807
N 2.508 1.107 -1.685
C -2.739 1.249 -0.794
H 4.688 -7.852 4.187
H 4.087 -6.538 2.156
C 1.234 -2.878 -4.361
C 2.561 -2.584 -5.046
C -0.057 -2.311 -2.308
C 1.041 -2.150 -3.051
*
```

---

No. 4
Density functional theory data (ωB97M-V/def2-TZVPD) for C3H6N4O in the gas phase.

structure (SMILES): [H]/N=C(/N)O/C=N\N=C
energy relative to the best compared isomer or geometry (same formula, charge and spin): 438.1 kJ/mol

The geometry in ORCA input format:
```
! RIJCOSX wB97M-V def2-TZVPD def2/J DEFGRID3
* xyz 0 1
C -0.086 0.065 1.215
N -0.035 0.234 -1.169
H 0.770 -1.450 1.590
O -1.330 -0.510 0.838
C -1.227 -1.347 -0.216
N -0.501 -1.081 -1.215
H 1.437 -0.492 -2.573
N -0.224 1.440 1.370
H -0.562 2.181 0.579
H -2.105 -2.094 -0.234
H 0.439 1.892 2.276
N 1.007 -0.454 1.566
C 1.058 0.322 -1.922
H 1.359 1.294 -2.106
*
```

---

no.,E_HOMO (eV)
1,-8.5
2,-9.2
3,-9.3
4,-9.3